Entry 1:
13
Properties=species:S:1:pos:R:3:nbo_charge:R:1 method="wB97M-V/def2-TZVPD" de_lowest_ev=1.5379 e_homo_ev=-8.72 total_energy_ev=-24909.8593 homo_lumo_gap_ev=9.30 e_lumo_ev=0.57 smiles="C=C.CSS" largest_force_ev_per_a=1.6 total_charge=0
C 1.88 -0.56 0.91 -0.38
C 1.91 -0.42 -0.42 -0.40
H 1.99 -1.52 1.39 0.20
H 1.86 0.35 1.50 0.18
H 1.87 -1.36 -0.97 0.19
H 2.02 0.50 -0.96 0.20
C -1.78 0.34 -1.15 -0.76
S -2.64 0.84 0.36 0.08
S -1.59 0.01 1.98 -0.13
H -1.43 1.30 -1.52 0.22
H -0.97 -0.37 -1.13 0.25
H -2.61 0.07 -1.81 0.22
H -0.52 0.82 1.82 0.12



Entry 2:
13
Properties=species:S:1:pos:R:3:nbo_charge:R:1 method="wB97M-V/def2-TZVPD" de_lowest_ev=1.2272 e_homo_ev=-7.90 total_energy_ev=-24910.1700 homo_lumo_gap_ev=8.70 e_lumo_ev=0.80 smiles=CCSSC largest_force_ev_per_a=3.0 total_charge=0
C 0.43 2.42 -0.46 -0.64
C -0.70 1.38 -0.23 -0.51
S -0.61 -0.35 -0.98 0.05
S 0.69 -1.32 0.33 0.07
C 0.15 -3.00 0.55 -0.79
H 1.51 1.92 -0.37 0.22
H 0.64 2.84 -1.45 0.23
H 0.28 3.20 0.33 0.22
H -1.69 1.74 -0.68 0.23
H -0.85 1.22 0.85 0.22
H 1.14 -3.51 0.91 0.24
H -0.44 -3.60 -0.20 0.24
H -0.56 -2.95 1.41 0.22



Entry 3:
14
Properties=species:S:1:pos:R:3:nbo_charge:R:1 method="wB97M-V/def2-TZVPD" de_lowest_ev=2.5763 e_homo_ev=-7.81 total_energy_ev=-35743.5591 homo_lumo_gap_ev=7.44 e_lumo_ev=-0.37 largest_force_ev_per_a=3.8 total_charge=0
C -1.11 1.51 0.23 -0.61
C -1.27 -0.04 0.12 -0.46
C -0.11 -0.75 -0.43 -0.56
S 1.15 0.22 -0.90 0.56
S 0.14 -2.35 0.12 0.05
S 2.96 0.62 0.61 -0.46
H -1.27 2.04 -0.77 0.20
H -0.11 1.67 0.60 0.21
H -1.98 1.85 0.89 0.22
H -1.42 -0.17 1.21 0.21
H -2.21 -0.10 -0.34 0.23
H 1.87 -0.84 -1.29 0.14
H 0.48 -2.98 -1.11 0.14
H 2.89 -0.69 1.06 0.14



Entry 4:
19
Properties=species:S:1:pos:R:3:nbo_charge:R:1 method="wB97M-V/def2-TZVPD" e_homo_ev="-12.71 / -12.71" multiplicity=2 total_energy_ev=-37248.6235 homo_lumo_gap_ev="5.47 / 3.42" e_lumo_ev="-7.24 / -9.29" largest_force_ev_per_a=4.1 total_charge=+1 s_squared=0.75
Ag 28.86 -22.66 6.67 0.97
Cl 27.00 -21.96 8.92 0.03
C 26.48 -18.94 11.05 -0.24
O 26.05 -18.81 12.37 -0.78
P 24.48 -18.41 12.66 2.52
O 23.90 -17.28 11.86 -1.08
O 24.45 -18.22 14.30 -0.78
C 23.31 -17.71 14.91 -0.25
O 23.66 -19.84 12.53 -0.82
C 23.03 -20.25 11.32 -0.25
H 26.98 -18.07 10.63 0.20
H 25.72 -19.20 10.31 0.17
H 27.15 -19.78 10.89 0.16
H 22.74 -18.48 15.43 0.19
H 22.67 -17.26 14.15 0.19
H 23.61 -16.87 15.54 0.20
H 22.92 -19.36 10.69 0.20
H 22.04 -20.59 11.61 0.20
H 23.63 -21.01 10.83 0.17



Entry 5:
17
Properties=species:S:1:pos:R:3:nbo_charge:R:1 method="wB97M-V/def2-TZVPD" e_homo_ev=-7.36 total_energy_ev=-38934.4571 homo_lumo_gap_ev=4.87 e_lumo_ev=-2.49 largest_force_ev_per_a=1.3 total_charge=0
C 1.89 0.64 -1.29 -0.68
C 0.48 0.65 -0.79 -0.20
I -0.35 -1.30 -0.48 0.06
C -0.30 1.68 -0.51 -0.58
I 0.44 3.65 -0.82 0.13
Al -2.21 1.50 0.25 1.02
S -3.71 0.91 -1.36 -0.65
H 2.09 -0.14 -2.02 0.22
H 2.55 0.44 -0.44 0.21
H 2.19 1.59 -1.71 0.25
H -2.22 0.56 1.55 -0.40
H -2.63 2.97 0.74 -0.38
H -3.43 -0.37 -1.63 0.12
O 1.14 -3.34 2.18 -0.79
H 1.46 -3.00 3.03 0.57
H 1.83 -3.83 1.70 0.57
H 0.77 -2.60 1.61 0.55



Entry 6:
16
Properties=species:S:1:pos:R:3:nbo_charge:R:1 method="wB97M-V/def2-TZVPD" de_lowest_ev=1.0357 e_homo_ev=-12.13 total_energy_ev=-77761.2890 homo_lumo_gap_ev=7.16 e_lumo_ev=-4.97 largest_force_ev_per_a=1.6 total_charge=+1
C 2.66 0.84 -0.49 0.15
C -0.74 0.35 0.49 -0.27
C -0.67 -1.13 0.52 0.11
N 0.14 -0.35 -0.42 -0.67
N 2.44 1.82 0.35 -0.65
N -1.76 -1.89 0.08 -0.82
Br 3.48 -0.72 0.02 0.28
H -0.24 0.91 1.27 0.19
H -1.63 0.83 0.10 0.21
H 2.38 0.94 -1.53 0.26
H -0.09 -1.61 1.30 0.20
H 2.00 2.68 0.05 0.45
H 2.71 1.73 1.32 0.44
H -2.30 -1.48 -0.67 0.37
H -1.57 -2.88 -0.07 0.39
H -0.19 -0.38 -1.38 0.37



Entry 7:
15
Properties=species:S:1:pos:R:3:nbo_charge:R:1 method="wB97M-V/def2-TZVPD" de_lowest_ev=3.9278 e_homo_ev="-8.87 / -7.39" total_energy_ev=-83222.8071 homo_lumo_gap_ev="8.43 / 7.55" e_lumo_ev="-0.44 / 0.16" largest_force_ev_per_a=3.8 total_charge=0
C -0.03 0.89 -2.61 -0.23
C 1.46 -1.52 2.22 -0.56
C -2.01 0.76 0.98 -1.17
O -0.34 0.97 -1.14 -0.94
Si -0.89 -0.24 -0.11 1.41
Br -1.81 -2.01 -1.11 -0.36
H 0.36 -0.09 -2.78 0.19
H 0.62 1.77 -2.78 0.20
H -0.95 0.98 -3.07 0.18
H 2.02 -2.41 2.08 0.18
H 2.04 -0.58 2.12 0.17
H 0.55 -1.34 2.85 0.18
H -3.02 1.01 0.66 0.25
H -1.87 0.25 1.94 0.24
H -1.57 1.68 1.23 0.25



Entry 8:
16
Properties=species:S:1:pos:R:3:nbo_charge:R:1 method="wB97M-V/def2-TZVPD" de_lowest_ev=2.0912 e_homo_ev="-8.13 / -8.15" total_energy_ev=-45467.7284 homo_lumo_gap_ev="6.99 / 7.00" e_lumo_ev="-1.13 / -1.15" largest_force_ev_per_a=4.8 total_charge=0
C -1.26 1.07 -0.29 -1.12
C 1.10 0.46 -1.90 -1.04
C -0.35 -1.93 -0.33 -1.12
Si 0.17 -0.09 -0.29 1.54
P -0.19 1.22 5.56 0.26
Cl 1.24 0.44 1.42 -0.40
Cl 1.32 0.54 4.49 -0.26
H -1.08 1.80 -1.07 0.24
H -2.09 0.55 -0.54 0.23
H -1.38 1.47 0.66 0.25
H 1.71 1.23 -1.72 0.23
H 1.72 -0.28 -2.30 0.23
H 0.43 0.79 -2.56 0.22
H -1.20 -2.11 -0.94 0.24
H 0.30 -2.66 -0.76 0.25
H -0.42 -2.49 0.57 0.25



Entry 9:
17
Properties=species:S:1:pos:R:3:nbo_charge:R:1 method="wB97M-V/def2-TZVPD" e_homo_ev=-12.92 total_energy_ev=-60938.7280 homo_lumo_gap_ev=8.34 e_lumo_ev=-4.57 largest_force_ev_per_a=1.3 total_charge=+1
C 1.52 -0.35 -0.61 -0.89
P 0.79 -1.12 0.85 0.67
C 1.26 -0.54 2.51 -0.89
S -0.63 -2.48 0.63 0.05
H 2.54 -0.06 -0.35 0.27
H 0.98 0.54 -0.89 0.27
H 1.58 -1.05 -1.43 0.28
H 1.18 0.54 2.53 0.27
H 2.30 -0.80 2.67 0.26
H 0.65 -0.95 3.29 0.28
H -0.42 -3.79 0.82 0.21
H -1.95 -2.19 0.59 0.20
C -2.01 2.44 -2.23 -0.28
Cl -0.51 3.34 -2.42 0.04
Cl -1.68 0.89 -1.41 -0.04
Cl -3.20 3.37 -1.34 0.05
H -2.40 2.22 -3.21 0.24



Entry 10:
22
Properties=species:S:1:pos:R:3:nbo_charge:R:1 method="wB97M-V/def2-TZVPD" e_homo_ev=-3.83 total_energy_ev=-99021.5375 homo_lumo_gap_ev=6.72 e_lumo_ev=2.90 largest_force_ev_per_a=0.9 total_charge=-1
O -0.93 -0.59 1.10 -1.03
P -1.01 0.59 -0.10 0.78
O -0.37 -0.13 -1.47 -1.02
Ga -3.29 0.96 -0.60 0.23
P -4.39 -1.04 -1.26 0.57
O -5.24 -1.48 0.10 -0.99
Cl -2.76 -2.42 -1.18 -0.45
H -0.95 -1.49 0.73 0.48
H -0.91 -0.87 -1.78 0.49
H -3.31 2.00 -1.82 -0.27
H -4.04 1.57 0.67 -0.27
H -4.65 -1.55 0.86 0.48
C 2.53 1.02 0.00 -0.11
C 2.56 -0.12 0.99 -0.10
O 3.93 -0.58 0.88 -0.50
C 4.68 0.44 0.41 0.97
O 5.87 0.43 0.37 -0.60
O 3.91 1.46 0.01 -0.50
H 1.86 1.82 0.30 0.22
H 2.26 0.69 -1.00 0.20
H 2.39 0.21 2.02 0.18
H 1.87 -0.92 0.75 0.22



Entry 11:
19
Properties=species:S:1:pos:R:3:nbo_charge:R:1 method="wB97M-V/def2-TZVPD" de_lowest_ev=3.2916 e_homo_ev="-11.99 / -14.55" total_energy_ev=-35168.5472 homo_lumo_gap_ev="5.50 / 9.92" e_lumo_ev="-6.49 / -4.63" largest_force_ev_per_a=4.1 total_charge=+1
C 1.77 -0.10 -0.99 0.67
C -2.11 -0.20 -1.08 -0.73
C -1.27 -0.82 -0.07 -0.25
N 2.77 -0.97 -1.04 -0.80
N -1.44 0.45 2.47 -1.05
N 1.93 1.14 -0.67 -0.75
O -0.42 1.56 0.37 -0.97
O 0.80 -0.12 1.57 -0.93
S -0.50 0.38 1.12 2.26
Cl -1.01 -2.33 0.43 0.21
H -1.93 0.79 -1.25 0.27
H -3.13 -0.32 -0.91 0.26
H -2.15 -0.67 -2.00 0.26
H 2.59 -1.76 -1.63 0.43
H 3.72 -0.63 -1.00 0.41
H -2.20 1.02 2.58 0.42
H -1.43 -0.45 2.98 0.43
H 1.17 1.67 -0.36 0.46
H 2.85 1.34 -0.52 0.40



Entry 12:
15
Properties=species:S:1:pos:R:3:nbo_charge:R:1 method="wB97M-V/def2-TZVPD" de_lowest_ev=2.1068 e_homo_ev=-9.13 total_energy_ev=-26557.5882 homo_lumo_gap_ev=10.11 e_lumo_ev=0.99 smiles=CC(C)P(N)Cl largest_force_ev_per_a=4.8 total_charge=0
C -1.46 -0.50 0.18 -0.63
C -0.26 0.44 0.31 -0.44
C -0.45 1.82 -0.27 -0.63
P 1.05 -0.40 -0.89 0.87
N 1.33 -2.12 0.20 -1.08
Cl 2.60 0.59 -0.17 -0.31
H -2.23 -0.09 0.70 0.20
H -1.77 -0.38 -0.93 0.19
H -1.05 -1.57 0.51 0.26
H 0.05 0.32 1.28 0.21
H -0.16 1.94 -1.28 0.21
H 0.05 2.55 0.23 0.22
H -1.49 2.01 -0.20 0.21
H 2.09 -1.86 0.82 0.36
H 1.71 -2.75 -0.50 0.36



Entry 13:
15
Properties=species:S:1:pos:R:3:nbo_charge:R:1 method="wB97M-V/def2-TZVPD" de_lowest_ev=3.9484 e_homo_ev=-7.65 total_energy_ev=-26555.7466 homo_lumo_gap_ev=5.18 e_lumo_ev=-2.48 largest_force_ev_per_a=3.5 total_charge=0
C -0.01 -1.58 -0.32 -0.51
C 1.01 0.34 0.63 -0.45
C -1.31 2.11 0.23 -1.04
N -0.20 -0.32 0.21 -0.55
P -1.67 0.39 -0.19 1.10
Cl 2.29 -1.04 -2.49 -0.84
H 0.74 -1.63 -1.16 0.33
H 0.22 -2.37 0.35 0.22
H -0.89 -1.78 -0.94 0.21
H 0.85 1.25 1.12 0.20
H 1.61 -0.48 1.11 0.24
H 1.60 0.58 -0.30 0.29
H -2.27 2.65 0.40 0.27
H -0.81 2.67 -0.68 0.29
H -0.63 1.99 1.05 0.24



Entry 14:
45
Properties=species:S:1:pos:R:3:nbo_charge:R:1 method="wB97M-V/def2-TZVPD" de_lowest_ev=6.5349 e_homo_ev=-5.28 total_energy_ev=-147417.3818 homo_lumo_gap_ev=7.41 e_lumo_ev=2.13 largest_force_ev_per_a=9.6 total_charge=-2
K 18.47 -22.81 -5.19 1.00
N 17.84 -25.42 -1.70 -1.06
S 19.27 -25.55 -1.04 2.36
O 20.29 -26.30 -1.77 -0.89
O 19.28 -25.65 0.42 -0.92
F 19.74 -24.00 -1.28 -0.54
S 17.68 -27.11 -1.81 2.32
O 17.33 -27.79 -0.56 -0.89
O 18.46 -27.89 -2.79 -0.86
F 16.21 -26.94 -2.52 -0.51
N 11.47 -25.20 -7.81 -1.05
S 12.19 -24.03 -6.82 2.36
O 11.39 -22.92 -6.49 -0.89
O 13.67 -23.94 -6.91 -0.91
F 12.05 -24.96 -5.50 -0.52
S 11.28 -24.26 -8.93 2.41
O 12.42 -23.71 -9.68 -0.92
O 10.07 -23.47 -8.92 -0.93
F 10.98 -25.53 -9.87 -0.54
N 24.03 -26.66 -8.28 -1.11
S 23.68 -25.02 -8.01 2.38
O 22.58 -24.76 -7.14 -0.91
O 24.01 -24.05 -9.07 -0.88
F 24.92 -24.82 -7.04 -0.52
S 23.22 -26.82 -9.50 2.44
O 23.86 -26.17 -10.64 -0.95
O 21.77 -26.95 -9.35 -0.94
F 23.49 -28.30 -9.92 -0.52
C 22.48 -17.47 -1.98 -0.26
O 22.77 -17.39 -3.40 -0.82
P 22.63 -18.68 -4.38 2.54
O 21.20 -19.07 -4.62 -1.10
O 23.48 -18.24 -5.72 -0.81
C 22.86 -17.49 -6.78 -0.25
O 23.51 -19.91 -3.76 -0.79
C 24.96 -19.71 -3.73 -0.25
H 23.33 -17.12 -1.40 0.18
H 22.41 -18.50 -1.63 0.21
H 21.78 -16.66 -1.76 0.20
H 21.83 -17.76 -7.00 0.20
H 23.45 -17.83 -7.62 0.20
H 22.88 -16.40 -6.71 0.18
H 25.29 -20.00 -2.73 0.19
H 25.14 -18.64 -3.81 0.18
H 25.52 -20.32 -4.44 0.21



Entry 15:
18
Properties=species:S:1:pos:R:3:nbo_charge:R:1 method="wB97M-V/def2-TZVPD" e_homo_ev=-17.28 total_energy_ev=-38518.3612 homo_lumo_gap_ev=6.63 e_lumo_ev=-10.65 largest_force_ev_per_a=1.4 total_charge=+2
C 2.17 -0.14 0.61 -0.62
C 1.73 0.84 -0.45 -0.46
C 0.32 0.62 -0.92 -0.13
F -0.01 1.44 -1.98 -0.35
Si -1.02 0.99 0.39 0.86
P -2.57 -0.69 0.01 0.19
O -1.82 -2.17 0.44 -1.02
I -4.41 -0.43 1.45 0.27
H 1.44 -0.29 1.40 0.19
H 2.43 -1.10 0.18 0.22
H 3.07 0.22 1.10 0.27
H 2.36 0.73 -1.32 0.25
H 1.84 1.87 -0.13 0.24
H 0.24 -0.40 -1.30 0.14
H -0.64 0.77 1.79 -0.08
H -1.74 2.26 0.21 -0.05
H -0.85 -2.13 0.42 0.54
Pb -2.54 -2.38 -1.89 1.56



Entry 16:
14
Properties=species:S:1:pos:R:3:nbo_charge:R:1 method="wB97M-V/def2-TZVPD" de_lowest_ev=0.2027 e_homo_ev=-16.83 total_energy_ev=-7456.5136 homo_lumo_gap_ev=13.30 e_lumo_ev=-3.53 smiles=C[NH2+]CCF largest_force_ev_per_a=3.7 total_charge=+1
C -1.48 0.74 -0.29 -0.44
N -0.21 0.50 0.34 -0.51
C 0.55 -0.71 -0.15 -0.26
C 2.07 -0.43 0.13 0.02
F 2.35 0.83 -0.22 -0.33
H -1.97 1.56 0.32 0.25
H -1.37 0.74 -1.41 0.25
H -2.18 0.05 -0.05 0.23
H 0.51 1.35 0.27 0.47
H -0.45 0.39 1.30 0.43
H 0.37 -0.75 -1.30 0.25
H 0.13 -1.52 0.47 0.25
H 2.63 -1.10 -0.45 0.20
H 2.46 -0.68 1.20 0.20



Entry 17:
15
Properties=species:S:1:pos:R:3:nbo_charge:R:1 method="wB97M-V/def2-TZVPD" de_lowest_ev=0.1605 e_homo_ev="-5.88 / -9.95" multiplicity=3 total_energy_ev=-8947.8488 homo_lumo_gap_ev="6.91 / 9.33" e_lumo_ev="1.03 / -0.62" largest_force_ev_per_a=5.0 total_charge=0 s_squared=2.01
C -1.15 -0.60 0.74 -0.69
C -0.60 -0.90 -0.65 -0.31
C 1.75 -0.38 -0.36 0.29
N 1.16 1.86 -0.03 -0.63
N 1.74 0.68 0.52 -0.46
F 2.11 -1.53 0.37 -0.37
H -1.82 0.32 0.77 0.22
H -0.20 -0.58 1.45 0.18
H -1.93 -1.38 1.09 0.23
H -0.10 -1.82 -0.88 0.19
H -1.13 -0.26 -1.36 0.17
H 2.03 -0.27 -1.41 0.15
H 0.29 1.75 -0.43 0.33
H 1.83 1.96 -0.86 0.34
H 1.09 0.29 1.26 0.36



Entry 18:
21
Properties=species:S:1:pos:R:3:nbo_charge:R:1 method="wB97M-V/def2-TZVPD" e_homo_ev="-7.37 / -13.24" multiplicity=2 total_energy_ev=-36700.3092 homo_lumo_gap_ev="3.92 / 9.88" e_lumo_ev="-3.45 / -3.36" largest_force_ev_per_a=3.0 total_charge=+1 s_squared=0.75
Na -10.63 -17.69 31.62 0.75
Na -6.37 -17.33 30.37 0.88
Na -8.95 -14.67 30.18 0.38
F -8.86 -17.31 29.98 -1.01
C -8.03 -20.38 28.13 -0.28
O -7.38 -20.10 26.85 -0.79
P -6.94 -18.54 26.65 2.58
O -6.46 -17.77 27.77 -1.16
O -5.74 -18.70 25.56 -0.80
C -5.48 -17.66 24.60 -0.26
O -8.21 -17.80 25.97 -0.80
C -8.98 -18.46 25.00 -0.27
H -7.63 -21.25 28.64 0.20
H -9.01 -20.76 27.83 0.20
H -8.01 -19.60 28.89 0.21
H -4.39 -17.59 24.61 0.21
H -5.89 -16.67 24.82 0.19
H -5.84 -17.91 23.61 0.19
H -10.04 -18.34 25.24 0.20
H -8.90 -19.54 24.85 0.20
H -8.68 -18.09 24.02 0.19



Entry 19:
19
Properties=species:S:1:pos:R:3:nbo_charge:R:1 method="wB97M-V/def2-TZVPD" de_lowest_ev=1.3541 e_homo_ev=-7.91 total_energy_ev=-27871.3400 homo_lumo_gap_ev=7.32 e_lumo_ev=-0.59 largest_force_ev_per_a=3.3 total_charge=0
Na -5.23 12.97 0.39 0.97
F -4.49 12.27 -1.85 -0.98
C -5.99 16.79 2.09 -0.27
O -7.32 16.50 1.73 -0.77
P -7.84 14.96 1.80 2.57
O -7.34 14.03 0.71 -1.15
O -9.44 15.04 1.84 -0.80
C -10.24 13.87 1.66 -0.26
O -7.52 14.48 3.30 -0.84
C -6.82 13.34 3.82 -0.24
H -5.58 16.24 2.94 0.19
H -6.01 17.82 2.47 0.21
H -5.34 16.85 1.22 0.20
H -11.32 13.93 1.75 0.21
H -10.08 13.08 2.40 0.18
H -10.01 13.57 0.64 0.21
H -7.19 12.68 4.60 0.22
H -5.81 13.66 4.09 0.18
H -6.65 12.75 2.92 0.17



Entry 20:
14
Properties=species:S:1:pos:R:3:nbo_charge:R:1 method="wB97M-V/def2-TZVPD" de_lowest_ev=0.5115 e_homo_ev=-17.55 total_energy_ev=-15257.1662 homo_lumo_gap_ev=14.37 e_lumo_ev=-3.17 largest_force_ev_per_a=4.2 total_charge=+1
C -0.03 1.79 0.02 -1.06
C 1.41 -0.77 0.41 -1.05
C -1.27 -0.81 -0.56 -1.06
F 0.70 0.13 -1.92 -0.51
P 0.18 0.11 -0.48 2.01
H -0.69 2.45 -0.51 0.30
H 0.95 2.26 0.22 0.30
H -0.24 1.75 1.20 0.30
H 1.26 -0.51 1.57 0.30
H 2.43 -0.36 0.02 0.31
H 1.23 -1.82 0.11 0.29
H -1.04 -1.64 -1.22 0.30
H -2.12 -0.14 -0.77 0.30
H -1.41 -1.37 0.33 0.29